Here is 10 unconnected molecules or ions with the total composition C40H99N15O10 in a non-equilibrium geometry from OMol25. Energies are from wB97M-V/def2-TZVPD.

Element x y z (Å)
1 O 0.718 -3.579 8.240
2 O -3.083 2.775 7.296
3 O 3.952 7.265 1.321
4 O 6.259 -3.723 1.988
5 O -3.659 1.392 -2.594
6 O -0.144 -4.404 -8.309
7 O 3.148 -9.071 -2.937
8 O 2.682 -7.635 5.422
9 O -2.450 -8.672 4.841
10 O -0.758 -1.976 1.278
11 N 3.442 7.753 2.493
12 N 7.336 -2.166 0.898
13 N 4.043 -7.333 3.799
14 N 1.117 -3.926 -1.181
15 N 3.955 -5.756 5.291
16 N -3.657 2.743 -2.406
17 N 1.159 -9.255 -2.101
18 N 5.573 -2.810 -0.026
19 N 0.063 -3.085 -8.861
20 N -1.114 -2.512 8.931
21 N -4.990 -0.309 7.834
22 N -4.737 -8.592 4.531
23 N -3.531 -7.086 3.626
24 N 1.356 -8.900 -4.201
25 N -1.118 -3.670 7.033
26 C -1.408 3.057 -3.138
27 C -1.757 2.221 7.378
28 C 0.841 -4.458 1.247
29 C -2.913 5.008 -3.108
30 C 2.955 5.444 3.599
31 C 2.421 -3.563 -9.709
32 C 0.074 -2.198 0.172
33 C 3.952 9.015 4.672
34 C -4.409 5.414 -3.035
35 C -5.365 1.370 5.977
36 C 2.926 8.037 5.392
37 C -3.485 -8.136 4.365
38 C 1.172 -1.641 -10.518
39 C 0.393 -3.939 -11.236
40 C 1.519 -2.520 -6.814
41 C -5.019 4.838 -1.781
42 C 6.410 -3.019 1.014
43 C 5.104 9.478 2.500
44 C -5.076 2.905 -0.430
45 C 5.595 7.355 3.677
46 C 1.640 -0.628 -9.432
47 C 0.246 -3.755 -0.034
48 C -6.204 2.774 -2.665
49 C -4.406 0.819 7.128
50 C -4.983 3.305 -1.890
51 C -0.998 -2.086 -6.874
52 C 1.960 -9.043 -3.069
53 C 0.658 -0.673 -8.255
54 C 3.575 -6.922 4.924
55 C -3.876 1.942 8.071
56 C 1.347 6.584 1.995
57 C -2.903 3.460 -3.403
58 C 1.004 -3.073 -10.060
59 C -0.449 -3.282 8.079
60 C 1.890 7.592 4.345
61 C -1.029 -0.596 1.541
62 C -3.220 3.229 -4.888
63 C 2.419 6.839 3.110
64 C 0.350 -2.144 -7.735
65 C 4.518 8.372 3.343
66 H 1.351 8.485 4.030
67 H -5.833 0.131 8.173
68 H -4.575 5.212 -0.858
69 H 2.219 -4.277 -8.910
70 H 0.689 7.449 1.909
71 H -2.637 -6.877 3.204
72 H -0.195 -1.715 -0.767
73 H -0.610 -3.973 6.214
74 H -3.270 1.061 -1.782
75 H 3.664 -8.147 3.338
76 H -0.962 2.924 7.127
77 H 5.665 9.067 1.661
78 H -5.878 2.861 -3.701
79 H -1.938 -1.831 -7.365
80 H -0.275 -0.002 2.057
81 H -1.711 1.557 6.515
82 H -1.236 -0.087 0.599
83 H 3.109 -2.874 -9.220
84 H -4.967 -9.424 5.054
85 H -5.066 1.819 -0.336
86 H 3.959 8.040 0.754
87 H -5.073 2.324 5.538
88 H 3.563 5.421 4.504
89 H 0.577 -3.750 -2.016
90 H 1.756 -1.594 -11.437
91 H 2.522 8.651 6.197
92 H 7.496 -1.469 0.184
93 H 3.599 4.912 2.898
94 H 1.912 -8.717 -5.025
95 H 1.018 -0.053 -7.434
96 H -0.732 -4.137 -0.328
97 H 2.073 4.853 3.845
98 H 0.362 -9.077 -4.227
99 H -6.037 5.227 -1.800
100 H -4.370 6.503 -3.029
101 H 1.038 -5.524 1.127
102 H -4.195 3.534 -5.268
103 H 1.769 0.357 -9.881
104 H -4.363 3.202 0.339
105 H -4.284 -6.414 3.653
106 H -6.374 1.621 6.306
107 H -4.683 2.603 8.387
108 H 1.762 -3.982 1.583
109 H -1.442 1.784 8.326
110 H -2.042 -2.244 8.634
111 H 2.505 -2.471 -7.276
112 H -4.926 4.984 -3.893
113 H 4.347 10.100 2.023
114 H -2.494 5.280 -2.139
115 H 3.479 -5.342 6.080
116 H 4.801 -6.838 3.351
117 H 0.280 -4.979 -10.927
118 H -0.627 3.734 -3.484
119 H -1.333 3.064 -2.051
120 H -3.656 0.354 6.488
121 H -5.448 -0.958 7.210
122 H -1.172 2.019 -3.376
123 H 5.362 6.677 4.497
124 H 3.627 10.028 4.438
125 H 1.158 6.984 4.877
126 H 1.723 6.240 1.032
127 H -0.186 -0.059 -8.568
128 H 6.488 7.814 4.101
129 H 0.625 5.799 2.222
130 H -3.452 1.737 9.054
131 H -7.078 3.411 -2.525
132 H -1.161 -3.056 -6.404
133 H 0.247 -1.324 -10.999
134 H -0.541 -3.491 -11.576
135 H 4.690 -3.295 -0.106
136 H 4.682 -5.281 4.775
137 H 1.492 -3.562 -6.495
138 H -2.513 5.477 -4.006
139 H 1.033 -4.002 -12.115
140 H 2.630 -0.930 -9.090
141 H 1.539 -2.016 -5.848
142 H -0.971 -4.623 -8.745
143 H 1.584 -9.443 -1.204
144 H 3.515 7.244 5.852
145 H -1.860 -0.610 2.245
146 H 7.953 -2.109 1.695
147 H 2.968 -3.951 -10.568
148 H 5.815 -2.194 -0.789
149 H -0.478 -2.229 9.663
150 H 1.048 -1.718 0.265
151 H -5.531 0.628 5.197
152 H -2.124 -3.584 7.014
153 H -2.458 3.631 -5.556
154 H -6.480 1.768 -2.350
155 H 1.397 -4.896 -1.200
156 H 0.223 -9.572 -2.310
157 H -3.304 2.156 -5.061
158 H 5.822 10.131 2.998
159 H -6.118 3.109 -0.182
160 H 0.001 -4.409 1.940
161 H 4.825 9.024 5.326
162 H -5.430 -7.944 4.182
163 H 5.923 6.764 2.822
164 H -0.829 -1.554 -5.938

Properties
Kohn-Sham gap   8.1 eV
Total energy   -3156.9705 Ha
LUMO energy   0.0 eV
HOMO energy   -8.15 eV
Structure (SMILES)   CC1(C)CCCC(C)(C)N1O.CC1(C)CCCC(C)(C)N1O.CC1(C)CCCC(C)(C)N1O.COC[C@H](C)N.COC[C@H](C)N.NC(N)=O.NC(N)=O.NC(N)=O.NC(N)=O.NC(N)=O

Atomic partial charges in e from the Mulliken method, atoms 1 to 99: atom 1 (O): -0.660, atom 2 (O): -0.371, atom 3 (O): -0.483, atom 4 (O): -0.651, atom 5 (O): -0.495, atom 6 (O): -0.464, atom 7 (O): -0.649, atom 8 (O): -0.716, atom 9 (O): -0.647, atom 10 (O): -0.266, atom 11 (N): 0.184, atom 12 (N): -0.381, atom 13 (N): -0.400, atom 14 (N): -0.659, atom 15 (N): -0.372, atom 16 (N): 0.521, atom 17 (N): -0.413, atom 18 (N): -0.350, atom 19 (N): 0.028, atom 20 (N): -0.439, atom 21 (N): -0.716, atom 22 (N): -0.375, atom 23 (N): -0.375, atom 24 (N): -0.383, atom 25 (N): -0.357, atom 26 (C): -1.841, atom 27 (C): -0.747, atom 28 (C): -1.313, atom 29 (C): -1.039, atom 30 (C): -1.629, atom 31 (C): -1.725, atom 32 (C): -0.715, atom 33 (C): -1.222, atom 34 (C): -0.744, atom 35 (C): -1.470, atom 36 (C): -0.646, atom 37 (C): 0.644, atom 38 (C): -1.406, atom 39 (C): -1.956, atom 40 (C): -1.741, atom 41 (C): -1.097, atom 42 (C): 0.662, atom 43 (C): -2.238, atom 44 (C): -2.067, atom 45 (C): -1.819, atom 46 (C): -0.634, atom 47 (C): 0.482, atom 48 (C): -1.573, atom 49 (C): 0.760, atom 50 (C): 1.395, atom 51 (C): -1.858, atom 52 (C): 0.675, atom 53 (C): -1.158, atom 54 (C): 0.771, atom 55 (C): -0.873, atom 56 (C): -1.820, atom 57 (C): 1.237, atom 58 (C): 1.808, atom 59 (C): 0.699, atom 60 (C): -1.118, atom 61 (C): -0.583, atom 62 (C): -1.789, atom 63 (C): 1.363, atom 64 (C): 1.606, atom 65 (C): 1.889, atom 66 (H): 0.418, atom 67 (H): 0.295, atom 68 (H): 0.430, atom 69 (H): 0.378, atom 70 (H): 0.368, atom 71 (H): 0.195, atom 72 (H): 0.305, atom 73 (H): 0.190, atom 74 (H): 0.358, atom 75 (H): 0.202, atom 76 (H): 0.279, atom 77 (H): 0.537, atom 78 (H): 0.380, atom 79 (H): 0.372, atom 80 (H): 0.305, atom 81 (H): 0.262, atom 82 (H): 0.142, atom 83 (H): 0.254, atom 84 (H): 0.212, atom 85 (H): 0.487, atom 86 (H): 0.370, atom 87 (H): 0.345, atom 88 (H): 0.339, atom 89 (H): 0.240, atom 90 (H): 0.464, atom 91 (H): 0.379, atom 92 (H): 0.161, atom 93 (H): 0.361, atom 94 (H): 0.215, atom 95 (H): 0.422, atom 96 (H): 0.244, atom 97 (H): 0.429, atom 98 (H): 0.153, atom 99 (H): 0.351